Molecular formula: C10H21O3Si
Method: DFT, ωB97M-V/def2-TZVPD

Calculated values
Max |F|   5.11 eV/Å
Total energy   -24730.2845 eV
HOMO-LUMO gap   6.34 eV
Relative energy (zero: lowest compared OMol25 entry of this formula, charge and spin)   0.00 kcal per mole

Geometry as ORCA input:
```
! RIJCOSX wB97M-V def2-TZVPD def2/J DEFGRID3
* xyz -1 1
C -0.80942 -1.40983 -1.15155
C 2.11176 3.12774 -1.69329
C -1.93546 2.20174 -1.47275
C 1.75560 -3.10216 -0.32677
C -0.58513 -1.29220 4.07669
C 1.06891 1.98920 -1.66196
C -0.99947 2.03955 -0.26274
C 1.26949 -1.78510 0.20668
C 0.34700 1.92566 -0.36645
C -0.16158 -1.38371 0.05654
O -2.24712 -1.26749 -0.89387
O -0.43126 -1.42719 -2.32595
O -0.18481 -1.62024 2.80512
Si -1.23488 -1.43140 1.59550
H 1.78253 4.18856 -1.30478
H 2.50388 3.26370 -2.63348
H 2.82661 2.77836 -1.01505
H -1.83384 3.13777 -2.02193
H -3.03617 2.18624 -1.20285
H -1.78795 1.50470 -2.15121
H 1.56841 -3.45117 -1.33599
H 2.88692 -2.89376 -0.26704
H 1.39753 -3.87553 0.33995
H -0.91441 -0.19238 4.15028
H 0.25147 -1.39659 4.71328
H -1.45346 -1.95319 4.56709
H 0.48133 2.16438 -2.51869
H 1.44841 1.06131 -1.96870
H -1.52573 1.91359 0.70282
H -2.54965 -1.35771 -1.79387
H 1.53293 -1.81500 1.26931
H 1.91724 -1.02987 -0.22619
H 0.89670 1.74624 0.53804
H -1.99919 -0.11524 1.96650
H -2.35721 -2.42900 1.60730
*
```